# 1
# C4H14IN3SSn

A molecular structure, C4H14IN3SSn (wB97M-V/def2-TZVPD, the OMol25 dataset).

Each line ends with the natural charge from an NBO analysis.
CARTESIAN COORDINATES (ANGSTROEM)
C -0.20812 -2.73391 -1.00918  -0.91
C -1.83420 -1.32565 -1.50976  -1.03
H 0.44356 -2.72223 -1.88499  0.21
H -1.07575 -3.39304 -1.16272  0.21
H 0.39934 -3.19406 -0.21731  0.17
H -2.33419 -0.36431 -1.67746  0.16
H -1.66120 -1.73670 -2.50666  0.21
H -2.55589 -1.92262 -0.94051  0.19
Sn -0.06032 -0.55720 -0.09371  1.13
C -1.16859 -0.86573 1.73390  -1.05
H -2.08136 -0.25456 1.73473  0.21
H -0.49115 -0.58413 2.54932  0.21
H -1.42208 -1.93185 1.81570  0.24
I 0.94584 0.25716 -2.55418  -0.42
N -0.45624 1.81122 0.13224  -0.62
N 0.76280 2.42172 0.54822  -0.44
C 1.87660 1.70666 0.83908  0.33
N 3.00365 2.43320 0.94079  -0.77
S 2.05762 0.02843 1.17871  -0.08
H -0.73740 2.13015 -0.80553  0.42
H -1.20933 2.03840 0.78386  0.40
H 0.89486 3.37787 0.19391  0.39
H 3.87391 1.94956 1.13686  0.43
H 3.03762 3.43161 0.77470  0.40

LUMO level (spin up / spin down) = -0.34 / -0.34 eV
Kohn-Sham gap (spin up / spin down) = 0.1765 / 0.1765 hartree

# 2
# C4H14N

2 unconnected molecules or ions with the total composition C4H14N (wB97M-V/def2-TZVPD, the OMol25 dataset).

Each line ends with the Löwdin spin population.
CARTESIAN COORDINATES (ANGSTROEM)
C -1.36107 1.25989 -1.27053  0.14
C -2.41005 0.20581 -1.31473  0.43
H -0.39996 0.76918 -1.30693  0.03
H -1.47894 1.91900 -2.14754  0.01
H -1.44301 2.02672 -0.47188  0.07
H -2.90001 0.22380 -2.30664  0.04
H -2.29271 -0.77404 -0.79553  0.07
H -3.40005 0.29615 -0.62951  0.20
C 1.27200 -1.06250 0.60582  0.00
C 0.68298 -0.64987 1.94179  0.00
N 2.30515 0.01870 0.13935  0.00
H 1.76857 -2.02772 0.54190  0.00
H 0.48605 -0.96287 -0.14358  0.00
H -0.40528 -0.57660 1.94326  0.00
H 1.16971 0.14954 2.48981  0.00
H 2.87547 0.23120 0.95613  0.00
H 2.85412 -0.40034 -0.61511  0.00
H 1.89756 0.87090 -0.22619  0.00
H 0.77948 -1.51695 2.61010  0.00

multiplicity = 2
ΔE to the lowest compared entry with this formula, charge and spin = 121.5 kJ/mol
total charge = +2
LUMO level (spin up / spin down) = -7.02 / -14.54 eV
Kohn-Sham gap (spin up / spin down) = 0.4815 / 0.2051 hartree
⟨S²⟩ = 0.75

# 3
# C4H14N

2 unconnected molecules or ions with the total composition C4H14N (wB97M-V/def2-TZVPD, the OMol25 dataset).

Each line ends with the Löwdin spin population.
CARTESIAN COORDINATES (ANGSTROEM)
C 0.92443 0.75647 1.81240  0.00
C 0.96644 1.18057 0.34797  0.00
N 1.94564 -0.34440 2.12913  0.00
H 1.17594 1.54188 2.51538  0.00
H -0.03967 0.35740 2.10104  0.00
H 1.81655 0.76628 -0.20092  0.00
H 1.18127 2.23932 0.19593  0.00
H 1.54907 -0.95177 2.84898  0.00
H 2.20687 -0.91756 1.32587  0.00
H 2.79433 0.09006 2.49916  0.00
H 0.02608 0.96102 -0.15116  0.00
C -2.14169 -0.41714 -2.84343  0.41
C -1.76660 -1.05911 -1.43884  0.32
H -3.16898 -0.18868 -3.17843  0.03
H -1.62928 0.57152 -2.71830  0.09
H -1.74574 -1.16320 -3.54499  0.04
H -0.93053 -1.73657 -1.58120  0.00
H -1.63532 -0.30769 -0.67359  0.00
H -2.75813 -1.59313 -1.30571  0.11

multiplicity = 2
ΔE to the lowest compared entry with this formula, charge and spin = 34.1 kJ/mol
total charge = +2
LUMO level (spin up / spin down) = -6.61 / -13.72 eV
Kohn-Sham gap (spin up / spin down) = 0.5044 / 0.2431 hartree
⟨S²⟩ = 0.75

Which formula does entry 2 have?
C4H14N